Record 1
The following is a quantum chemistry calculation of a molecular structure, C3H5ClN2 at a distorted geometry, from the OMol25 dataset.

Computed properties:
Calculated total energy = -18691.22402 eV
Net charge = 0
Relative energy (zero: lowest compared OMol25 entry of this formula, charge and spin) = 2.888 eV
LUMO = 0.611 eV
Frontier orbital gap = 9.5228 eV

Atoms and positions in Å:
H 1.761267 1.734669 0.133524
C -0.930741 -1.211083 0.188052
N -1.232756 -0.655397 1.390574
C 0.787844 1.354937 0.134743
H -1.030553 0.557831 1.728338
C 0.798536 0.284424 -0.583922
N -0.072302 -0.826577 -0.864610
H -1.419253 -2.258588 -0.179570
H 1.727629 0.044657 -1.174895
H 0.065798 -1.454095 -1.592106
Cl -0.455469 2.429221 0.819872

Cartesian forces, eV/Å:
0.969 1.458 0.433
-1.615 0.135 2.143
0.906 1.374 -3.024
-0.999 2.091 0.862
-0.163 -5.110 -2.132
0.243 -4.810 -3.696
-1.253 3.658 4.350
0.927 2.348 1.648
-0.516 0.748 1.130
0.600 -0.918 -1.276
0.900 -0.974 -0.438



Record 2
The following is a quantum chemistry calculation of 2 unconnected molecules or ions with the total composition C3H5ClN2S at a distorted geometry, from the OMol25 dataset.

Computed properties:
Calculated total energy = -29529.04545 eV
Net charge = 0
Relative energy (zero: lowest compared OMol25 entry of this formula, charge and spin) = 0.182 eV
LUMO = 0.555 eV
Frontier orbital gap = 9.6926 eV

Atoms and positions in Å:
C -0.444167 1.370094 -1.370715
H -0.671062 2.262005 -1.924317
H -0.679612 -0.938564 1.315953
Cl 0.293578 -2.371541 -1.481315
C 0.632876 -0.040362 -0.102990
H 0.461639 -1.221614 2.920476
H 0.971254 -0.440672 0.856775
H 0.435777 1.944979 0.573655
C 0.033818 -0.676959 -1.150661
N 0.415672 1.354081 -0.303995
S -0.816992 -1.430741 2.575019
N -0.632781 0.189296 -1.907885

Cartesian forces, eV/Å:
0.496 0.431 -0.768
-0.407 0.320 0.311
-0.229 -0.328 0.670
-0.559 0.692 -0.002
0.359 0.967 0.627
-0.029 0.031 -0.144
0.622 0.423 -0.976
-0.135 -0.513 -2.046
1.126 -0.719 1.269
-0.583 -1.964 2.156
-0.289 -0.002 -0.044
-0.372 0.662 -1.054



Repeat the second record exactly.
The following is a quantum chemistry calculation of 2 unconnected molecules or ions with the total composition C3H5ClN2S at a distorted geometry, from the OMol25 dataset.

Computed properties:
Calculated total energy = -29529.04545 eV
Net charge = 0
Relative energy (zero: lowest compared OMol25 entry of this formula, charge and spin) = 0.182 eV
LUMO = 0.555 eV
Frontier orbital gap = 9.6926 eV

Atoms and positions in Å:
C -0.444167 1.370094 -1.370715
H -0.671062 2.262005 -1.924317
H -0.679612 -0.938564 1.315953
Cl 0.293578 -2.371541 -1.481315
C 0.632876 -0.040362 -0.102990
H 0.461639 -1.221614 2.920476
H 0.971254 -0.440672 0.856775
H 0.435777 1.944979 0.573655
C 0.033818 -0.676959 -1.150661
N 0.415672 1.354081 -0.303995
S -0.816992 -1.430741 2.575019
N -0.632781 0.189296 -1.907885

Cartesian forces, eV/Å:
0.496 0.431 -0.768
-0.407 0.320 0.311
-0.229 -0.328 0.670
-0.559 0.692 -0.002
0.359 0.967 0.627
-0.029 0.031 -0.144
0.622 0.423 -0.976
-0.135 -0.513 -2.046
1.126 -0.719 1.269
-0.583 -1.964 2.156
-0.289 -0.002 -0.044
-0.372 0.662 -1.054